Below is C21H57N3O9 as an isolated structure at a distorted geometry, with properties calculated with ωB97M-V with the def2-TZVPD basis set.

XYZ file:
```
90
Properties=species:S:1:pos:R:3
C 4.5911 22.6760 47.7426
O 4.1415 23.6051 48.6809
H 5.1161 21.7609 48.1109
H 5.3378 23.1538 47.0474
H 3.6802 22.2699 47.3745
H 3.5845 24.1755 48.1953
C 4.4617 18.2130 49.1480
O 3.2410 18.0418 49.7454
H 4.3332 18.0613 48.1713
H 5.2689 17.4787 49.4418
H 4.9631 19.3321 49.2470
H 3.4229 17.3794 50.4410
C 7.9129 20.0842 50.0461
O 6.6404 19.8155 49.5827
H 8.3292 19.1039 50.4218
H 7.9498 20.6969 51.0656
H 8.5168 20.6057 49.3914
H 5.9832 20.5055 49.6680
C 4.8836 24.8149 43.3255
O 3.6539 24.3547 43.8161
C 3.2521 25.1257 45.0097
C 2.2124 24.4525 45.7249
N 1.9388 25.0906 47.0581
C 0.9540 24.5238 47.8878
C 0.8982 25.1937 49.1247
O -0.1679 24.6493 49.8878
C -0.2750 25.0088 51.1873
H 5.7744 24.3553 43.9354
H 4.9919 25.9390 43.3310
H 4.7800 24.2644 42.4262
H 2.8931 26.1042 44.6220
H 4.1711 25.0345 45.5593
H 2.2431 23.4283 45.9942
H 1.1852 24.5749 45.1828
H 1.4383 25.9768 46.9679
H 1.1626 23.6125 48.2802
H 0.0596 24.3955 47.3861
H 0.8121 26.2926 48.9411
H 1.9562 25.0066 49.4469
H 0.5917 25.1644 51.7963
H -0.9594 24.3745 51.7511
H -0.8176 25.8694 51.1171
C 0.8342 19.7555 50.6662
O 2.0346 20.2710 51.1215
C 2.9684 20.7209 50.1627
C 3.9203 21.7510 50.6727
N 4.9887 22.1426 49.7914
C 5.9818 23.0549 50.2793
C 6.7940 23.5098 49.0901
O 7.6909 24.5292 49.5897
C 8.4627 25.1144 48.5507
H 0.1164 19.5536 51.4948
H 1.0942 18.8298 50.1343
H 0.2844 20.3717 49.9659
H 2.2656 21.1472 49.2884
H 3.5887 19.8781 49.8032
H 4.3347 21.4946 51.6113
H 3.3148 22.7224 50.7971
H 4.4393 22.4754 49.0156
H 6.4799 22.4706 51.0913
H 5.6175 24.0757 50.7046
H 6.2394 23.6894 48.2021
H 7.3935 22.7506 48.5517
H 9.2384 24.4851 48.1846
H 8.7503 25.9726 49.0782
H 7.8978 25.2360 47.6496
C 15.9648 24.1192 48.6008
O 14.6895 23.6002 48.9301
C 13.8353 23.6373 47.8695
C 12.4553 22.9251 48.2353
N 11.5064 23.1038 47.1533
C 10.2510 22.3425 47.3967
C 9.2520 22.3730 46.2137
O 8.1657 21.5654 46.4534
C 7.1552 21.5744 45.4807
H 15.9602 25.1236 48.2259
H 16.3119 23.4131 47.8303
H 16.5242 23.8934 49.4927
H 14.0907 23.4199 46.9072
H 13.3179 24.6167 47.8808
H 11.9447 23.2991 49.2557
H 12.8179 21.8809 48.1267
H 11.8549 22.7263 46.1843
H 9.8903 22.4527 48.3324
H 10.6262 21.4435 47.2410
H 9.5494 22.2431 45.2642
H 9.1029 23.5438 45.9970
H 7.3856 21.1776 44.4266
H 6.9385 22.6148 45.3840
H 6.3310 20.9211 45.6775
```

Results
**Relative energy (zero: lowest compared OMol25 entry of this formula, charge and spin)**: 15.189 eV
**Maximum force**: 8.16 eV/A
**Spin multiplicity**: 1
**Electronic energy**: -1674.9988 a.u.
**Kohn-Sham gap**: 8.6 eV

Atomic partial charges in e from the Mulliken method, atoms 1 to 5: -1.12 -0.57 1.04 0.02 0.58